(1)
# CH4N2O2

CH4N2O2 as an isolated structure at a distorted geometry (ωB97M-V/def2-TZVPD, OMol25).

Computed properties:
DFT total energy in Eh: -300.22406
HOMO in eV: -8.41
HOMO-LUMO gap in eV: 8.5
ΔE to the lowest compared entry with this formula, charge and spin in eV: 7.173
Largest force on an atom in eV Å⁻¹: 7.22

Geometry (Å):
1 C -0.16 -0.04 0.35
2 H 0.11 -0.34 -2.72
3 H -0.49 -1.60 -0.74
4 H -0.99 -0.24 1.20
5 H 0.27 0.63 2.37
6 N -0.25 -0.66 -0.84
7 N 0.38 1.02 0.42
8 O 0.85 -0.35 -1.63
9 O 0.29 1.58 1.59

(2)
# CH4N2O2

A 2-piece molecular cluster, CH4N2O2 overall at a distorted geometry (ωB97M-V/def2-TZVPD, OMol25).

Computed properties:
DFT total energy in Eh: -300.21113
HOMO (spin up / spin down) in eV: -8.50 / -8.52
HOMO-LUMO gap (spin up / spin down) in eV: 8.1 / 8.1
ΔE to the lowest compared entry with this formula, charge and spin in eV: 7.525
Largest force on an atom in eV Å⁻¹: 5.63

Geometry (Å):
1 C 1.26 0.28 0.02
2 N -1.57 -1.60 0.07
3 N -0.90 -0.74 -0.27
4 O -0.50 1.53 -0.10
5 O 0.70 -0.99 0.04
6 H -0.76 2.67 -0.19
7 H 1.75 0.48 -0.97
8 H 1.54 0.87 0.96
9 H -1.52 -2.50 0.45

(3)
# CH4N2O2

A 2-piece molecular cluster, CH4N2O2 overall at a distorted geometry (ωB97M-V/def2-TZVPD, OMol25).

Computed properties:
DFT total energy in Eh: -300.26428
HOMO (spin up / spin down) in eV: -9.73 / -9.69
HOMO-LUMO gap (spin up / spin down) in eV: 9.5 / 8.7
ΔE to the lowest compared entry with this formula, charge and spin in eV: 6.078
Largest force on an atom in eV Å⁻¹: 4.03

Geometry (Å):
1 C -0.28 0.26 -1.27
2 N 0.78 -0.17 1.80
3 N -0.79 -0.08 -0.05
4 O -0.04 0.10 2.54
5 O 1.96 -0.35 1.85
6 H -0.01 -0.50 -2.14
7 H 0.53 1.00 -1.02
8 H -1.21 0.86 -1.82
9 H -0.94 -1.12 0.11

(4)
# CH4N2O2S

An isolated molecule of CH4N2O2S at a distorted geometry (ωB97M-V/def2-TZVPD, OMol25).

Computed properties:
DFT total energy in Eh: -698.53760
HOMO in eV: -8.81
HOMO-LUMO gap in eV: 8.9
ΔE to the lowest compared entry with this formula, charge and spin in eV: 3.748
Largest force on an atom in eV Å⁻¹: 6.29

Geometry (Å):
1 C -0.49 -0.67 -0.17
2 N 2.47 1.13 1.80
3 N 2.16 1.25 0.69
4 O 1.96 -0.99 -0.87
5 O 0.75 1.04 -1.67
6 S 1.09 0.11 -0.63
7 H -0.34 -1.48 0.65
8 H -0.83 -1.19 -0.97
9 H -1.18 0.14 0.36
10 H 2.35 1.83 -0.20

(5)
# CH4N2O2S

An isolated molecule of CH4N2O2S at a distorted geometry (ωB97M-V/def2-TZVPD, OMol25).

Computed properties:
DFT total energy in Eh: -698.61469
HOMO in eV: -9.05
HOMO-LUMO gap in eV: 9.4
ΔE to the lowest compared entry with this formula, charge and spin in eV: 1.650
Largest force on an atom in eV Å⁻¹: 3.54

Geometry (Å):
1 C 1.14 -0.52 -0.35
2 N 0.17 -0.90 0.32
3 N -1.47 -0.06 -1.51
4 O -2.29 -0.80 0.91
5 O 1.21 -0.34 -1.71
6 S -1.41 -1.23 -0.15
7 H 2.19 -0.51 0.10
8 H 1.80 0.28 -2.04
9 H -2.42 -0.03 -2.00
10 H -0.69 -0.37 -2.04

(6)
# CH4N2O2S

CH4N2O2S as an isolated structure at a distorted geometry (ωB97M-V/def2-TZVPD, OMol25).

Computed properties:
DFT total energy in Eh: -698.52162
HOMO in eV: -9.19
HOMO-LUMO gap in eV: 8.2
ΔE to the lowest compared entry with this formula, charge and spin in eV: 4.183
Largest force on an atom in eV Å⁻¹: 3.39

Geometry (Å):
1 C 0.30 -0.31 -0.14
2 N 0.20 -1.29 0.73
3 N 1.55 0.28 -0.12
4 O 1.98 0.80 -1.11
5 O 2.13 0.28 0.94
6 S -0.41 1.81 0.46
7 H -0.13 -0.43 -1.13
8 H 0.87 -1.31 1.51
9 H -0.62 -1.73 0.90
10 H 0.46 2.04 1.39

(7)
# CH4N2O2S

An isolated molecule of CH4N2O2S at a distorted geometry (ωB97M-V/def2-TZVPD, OMol25).

Computed properties:
SMILES: [H]/N=C/S(N)(=O)=O
DFT total energy in Eh: -698.61591
HOMO in eV: -10.63
HOMO-LUMO gap in eV: 11.3
ΔE to the lowest compared entry with this formula, charge and spin in eV: 1.617
Largest force on an atom in eV Å⁻¹: 3.47

Geometry (Å):
1 H 1.54 2.21 0.20
2 N 0.90 1.52 0.58
3 C 0.20 1.08 -0.33
4 S -0.96 -0.26 0.08
5 N 0.28 -1.35 0.21
6 O -1.55 -0.64 -1.17
7 O -1.84 -0.12 1.16
8 H 0.34 1.21 -1.33
9 H 0.93 -1.53 1.04
10 H 0.15 -2.13 -0.43

(8)
# CH4N2O2S

A 2-piece molecular cluster, CH4N2O2S overall at a distorted geometry (ωB97M-V/def2-TZVPD, OMol25).

Computed properties:
SMILES: [H]/N=C\ON=O.S
DFT total energy in Eh: -698.53982
HOMO in eV: -9.76
HOMO-LUMO gap in eV: 9.0
ΔE to the lowest compared entry with this formula, charge and spin in eV: 3.687
Largest force on an atom in eV Å⁻¹: 4.08

Geometry (Å):
1 H -0.52 0.64 1.21
2 N -0.49 1.31 0.44
3 C -0.83 0.92 -0.72
4 O -1.34 -0.37 -1.02
5 N -1.53 -1.27 0.08
6 O -1.98 -2.33 -0.29
7 H -0.82 1.51 -1.61
8 S 2.34 -0.38 0.06
9 H 3.61 -0.04 0.60
10 H 1.56 0.01 1.24